{
  "formula": "C72H157N16O8",
  "method": "ωB97M-V/def2-TZVPD",
  "species": ["C", "C", "C", "N", "C", "C", "C", "C", "C", "C", "H", "H", "H", "H", "H", "H", "H", "H", "H", "H", "H", "H", "H", "H", "H", "H", "H", "H", "H", "H", "C", "C", "C", "N", "C", "C", "C", "C", "C", "C", "H", "H", "H", "H", "H", "H", "H", "H", "H", "H", "H", "H", "H", "H", "H", "H", "H", "H", "H", "H", "C", "C", "N", "C", "C", "N", "C", "C", "H", "H", "H", "H", "H", "H", "H", "H", "H", "H", "H", "C", "C", "N", "C", "C", "N", "C", "C", "H", "H", "H", "H", "H", "H", "H", "H", "H", "H", "H", "C", "C", "N", "C", "C", "N", "C", "C", "H", "H", "H", "H", "H", "H", "H", "H", "H", "H", "H", "C", "C", "N", "C", "C", "N", "C", "C", "H", "H", "H", "H", "H", "H", "H", "H", "H", "H", "H", "C", "C", "N", "C", "C", "N", "C", "C", "H", "H", "H", "H", "H", "H", "H", "H", "H", "H", "H", "C", "N", "C", "C", "C", "C", "O", "H", "H", "H", "H", "H", "H", "H", "H", "H", "H", "H", "H", "H", "H", "C", "N", "C", "C", "C", "C", "O", "H", "H", "H", "H", "H", "H", "H", "H", "H", "H", "H", "H", "H", "H", "C", "N", "C", "C", "C", "C", "O", "H", "H", "H", "H", "H", "H", "H", "H", "H", "H", "H", "H", "H", "H", "C", "N", "C", "C", "C", "C", "O", "H", "H", "H", "H", "H", "H", "H", "H", "H", "H", "H", "H", "H", "H", "C", "C", "O", "O", "H", "H", "H", "C", "C", "O", "O", "H", "H", "H"],
  "xyz": [[-9.6671, -2.9232, -2.0150], [-9.2907, -1.4541, -2.1266], [-7.8695, -1.1907, -1.5997], [-7.4742, 0.2628, -1.6502], [-7.0354, 0.5807, -3.1115], [-6.3039, 1.9199, -3.2791], [-5.0113, 1.8696, -2.3983], [-5.3336, 1.6652, -0.8921], [-6.2536, 0.4665, -0.6653], [-8.6718, 1.1662, -1.3502], [-8.8603, -3.6422, -2.1566], [-10.4594, -3.2492, -2.6889], [-9.9644, -3.1919, -1.0013], [-10.0400, -1.0041, -1.4753], [-9.3223, -1.1531, -3.1738], [-7.1236, -1.7577, -2.1566], [-7.6946, -1.6196, -0.6130], [-6.4229, -0.2123, -3.5406], [-7.8467, 0.6210, -3.8383], [-6.0486, 2.0405, -4.3319], [-6.9035, 2.7827, -2.9891], [-4.3608, 1.0288, -2.6391], [-4.4156, 2.7758, -2.5075], [-4.4205, 1.3730, -0.3734], [-5.6313, 2.6451, -0.5192], [-5.6815, -0.4276, -0.9127], [-6.5491, 0.2981, 0.3703], [-8.1408, 2.1118, -1.2409], [-8.9169, 0.9636, -0.3076], [-9.4350, 1.2356, -2.1253], [4.1621, -0.5465, -4.7098], [4.4197, 0.7137, -5.5619], [5.1360, 1.7992, -4.6570], [5.6285, 3.0787, -5.4103], [6.2715, 4.0525, -4.3918], [7.1279, 5.1999, -5.0684], [8.1785, 4.7081, -6.1244], [7.4079, 3.8591, -7.1445], [6.7317, 2.6343, -6.4325], [4.4622, 3.7556, -6.1312], [3.4540, -1.1371, -5.2912], [3.7350, -0.3549, -3.7255], [5.1440, -1.0061, -4.5970], [3.4648, 1.1847, -5.7952], [5.0465, 0.5323, -6.4350], [6.0345, 1.4109, -4.1772], [4.5085, 2.1826, -3.8524], [6.9542, 3.4398, -3.8031], [5.4666, 4.4916, -3.8023], [7.6802, 5.8458, -4.3859], [6.3799, 5.7970, -5.5901], [8.9908, 4.0574, -5.8008], [8.6375, 5.5168, -6.6932], [8.0039, 3.4986, -7.9829], [6.7039, 4.5410, -7.6216], [7.3702, 1.9110, -5.9253], [6.2270, 2.1008, -7.2379], [3.5389, 3.6343, -5.5647], [4.3243, 3.3749, -7.1432], [4.6599, 4.8246, -6.2108], [-4.7158, -3.2362, -1.0930], [-3.3697, -3.9578, -0.9774], [-3.2678, -4.7955, 0.1670], [-3.4695, -4.3575, 1.4813], [-3.3491, -5.4399, 2.2981], [-2.9598, -6.5764, 1.5363], [-2.9091, -6.1121, 0.1955], [-2.8255, -7.9035, 2.0432], [-5.5369, -3.9435, -0.9768], [-4.8387, -2.8215, -2.0936], [-4.6071, -2.3807, -0.4264], [-2.5822, -3.2066, -0.9161], [-3.0503, -4.4234, -1.9097], [-3.8428, -3.3592, 1.6557], [-3.5361, -5.6265, 3.3453], [-2.6725, -6.7786, -0.6208], [-3.5643, -8.2027, 2.7867], [-1.8179, -8.0570, 2.4295], [-3.0262, -8.5067, 1.1577], [6.2981, 2.1366, 3.2296], [5.0206, 1.5646, 2.6569], [3.9039, 1.5941, 3.5960], [3.5205, 0.6912, 4.5766], [2.2776, 1.1121, 5.1035], [1.9649, 2.2144, 4.4369], [2.9042, 2.4768, 3.4520], [0.7202, 2.9698, 4.5063], [6.4837, 1.6525, 4.1884], [6.2424, 3.2220, 3.3129], [7.0892, 1.8033, 2.5578], [5.1481, 0.5161, 2.3874], [4.9321, 2.0856, 1.7035], [4.1911, -0.1467, 4.6975], [1.5563, 0.8747, 5.8714], [2.8869, 3.1436, 2.6026], [0.7909, 3.9175, 3.9724], [0.2713, 3.0362, 5.4974], [0.0032, 2.4901, 3.8401], [6.8477, -3.2184, -3.2082], [7.7464, -2.9400, -1.9007], [7.6533, -1.5307, -1.6788], [6.5390, -0.8359, -1.2100], [6.7078, 0.5171, -1.2671], [8.0030, 0.6827, -1.7805], [8.6447, -0.5199, -1.9328], [8.6146, 1.9765, -1.9400], [7.3009, -2.7032, -4.0551], [5.8554, -2.7826, -3.0920], [6.6285, -4.2820, -3.3014], [8.7688, -3.1490, -2.2156], [7.5409, -3.5117, -0.9957], [5.6422, -1.3449, -0.8888], [5.9191, 1.1966, -0.9798], [9.5752, -0.7553, -2.4279], [9.4673, 2.1782, -1.2918], [7.9761, 2.8207, -1.6797], [8.9881, 2.1558, -2.9482], [2.0568, -0.8518, -0.9728], [1.6663, 0.1498, 0.0505], [0.2675, 0.0676, 0.5439], [-0.8648, -0.1592, -0.2588], [-1.9252, -0.4265, 0.6273], [-1.4509, -0.3520, 1.9201], [-0.0834, -0.1589, 1.8824], [-2.2965, -0.4965, 3.1109], [2.9471, -0.3829, -1.3920], [1.3201, -0.9977, -1.7628], [2.3824, -1.8368, -0.6381], [1.7094, 1.1331, -0.4179], [2.4027, 0.2426, 0.8488], [-0.8508, -0.0500, -1.3332], [-2.9904, -0.4908, 0.4608], [0.5345, -0.0753, 2.7642], [-3.2015, 0.1019, 3.0067], [-1.8660, -0.3525, 4.1019], [-2.6650, -1.5223, 3.1140], [-0.8668, 1.1612, -4.5661], [-0.2469, 2.5130, -5.0693], [0.6318, 3.0491, -4.0430], [1.6382, 2.4122, -3.4576], [2.4076, 3.3078, -2.7625], [1.8701, 4.5749, -3.0111], [0.6973, 4.3831, -3.8277], [2.4152, 5.8039, -2.6169], [-1.5492, 1.4185, -3.7561], [-0.1531, 0.4665, -4.1234], [-1.4262, 0.5425, -5.2678], [-0.8242, 3.2987, -5.5565], [0.3622, 2.1987, -5.9168], [1.7901, 1.3703, -3.6978], [3.3539, 3.2181, -2.2499], [-0.0088, 5.1082, -4.2046], [1.6856, 6.3638, -2.0319], [2.6627, 6.3021, -3.5542], [3.2918, 5.6365, -1.9911], [-0.9624, 6.0780, -0.9325], [-1.6260, 5.3994, 0.2742], [-1.6132, 6.4318, 1.3327], [-3.1071, 5.0883, 0.0018], [-1.0867, 3.9950, 0.6648], [0.4387, 3.7922, 0.5627], [1.0490, 4.7387, 1.4473], [-1.5181, 6.9674, -1.2293], [-1.0807, 5.3087, -1.6956], [0.0522, 6.3897, -0.6847], [-1.9955, 7.3994, 1.0074], [-0.5665, 6.4592, 1.6358], [-2.1849, 6.0127, 2.1607], [-3.2671, 4.3935, -0.8227], [-3.6274, 5.9965, -0.3024], [-3.6447, 4.4729, 0.7232], [-1.5522, 3.2906, -0.0247], [-1.3818, 3.8127, 1.6981], [0.7973, 4.0920, -0.4220], [0.8026, 2.7704, 0.6706], [1.9882, 4.8692, 1.2969], [-6.0874, 3.8474, 4.3646], [-6.0096, 2.4766, 3.7181], [-7.4255, 2.1293, 3.1405], [-5.0175, 2.5129, 2.5826], [-5.5637, 1.3851, 4.7872], [-4.3586, 1.7076, 5.7369], [-3.2862, 2.2742, 5.0651], [-6.7143, 3.8920, 5.2552], [-6.5888, 4.4120, 3.5786], [-5.1622, 4.2885, 4.7357], [-7.6188, 2.8561, 2.3514], [-8.2405, 2.2097, 3.8598], [-7.4442, 1.1445, 2.6735], [-4.8300, 1.5759, 2.0583], [-4.0697, 2.9780, 2.8539], [-5.4785, 3.2817, 1.9625], [-5.3400, 0.5452, 4.1295], [-6.4906, 1.2893, 5.3527], [-4.0591, 0.7622, 6.1893], [-4.8656, 2.2434, 6.5393], [-2.5293, 1.9327, 5.5469], [0.4557, -1.7972, 5.7998], [-0.2945, -3.1167, 6.1544], [0.5737, -4.0608, 7.0614], [-1.5810, -2.8074, 6.9583], [-0.6815, -3.8185, 4.8232], [0.4855, -4.2779, 3.8768], [1.0795, -3.1536, 3.2623], [-0.0807, -1.4097, 4.9336], [1.4667, -2.0930, 5.5199], [0.3511, -1.1688, 6.6842], [1.4513, -4.3091, 6.4647], [0.0396, -4.9421, 7.4165], [0.9174, -3.4585, 7.9024], [-2.1318, -3.7073, 7.2318], [-2.2015, -2.2637, 6.2460], [-1.2903, -2.2302, 7.8361], [-1.4428, -3.2042, 4.3424], [-1.2945, -4.6509, 5.1689], [-0.0333, -4.8991, 3.1468], [1.3037, -4.8642, 4.2951], [2.0140, -3.2210, 3.4717], [1.5856, -6.2855, 0.8520], [1.3169, -5.6037, -0.4820], [0.5834, -6.6240, -1.3333], [0.4112, -4.3734, -0.1819], [2.5789, -5.0743, -1.1921], [3.7234, -6.0924, -1.3250], [3.4291, -7.4341, -1.7868], [2.4506, -5.8964, 1.3890], [1.9159, -7.3078, 0.6677], [0.7492, -6.1484, 1.5374], [-0.3788, -6.8622, -0.8800], [1.0124, -7.6118, -1.5015], [0.3506, -6.1175, -2.2700], [-0.4831, -4.7272, 0.3310], [0.2192, -3.9240, -1.1562], [0.9064, -3.6459, 0.4612], [2.9487, -4.1868, -0.6786], [2.2839, -4.8322, -2.2131], [4.2602, -6.1040, -0.3764], [4.4878, -5.6405, -1.9572], [4.2442, -7.9321, -1.8831], [-5.8795, -1.9417, 3.8776], [-6.0918, -1.4458, 2.4671], [-7.1918, -1.5071, 1.9290], [-5.1006, -1.0803, 1.8576], [-6.3705, -1.3381, 4.6410], [-4.8236, -1.8755, 4.1400], [-6.0918, -3.0017, 4.0167], [4.2220, -3.0971, 1.6071], [4.6437, -2.9237, 3.0615], [3.7563, -3.3960, 3.8726], [5.6097, -2.2112, 3.3969], [3.4478, -2.3497, 1.4336], [4.1529, -4.1462, 1.3193], [5.0733, -2.6859, 1.0647]],
  "lumo_energy_ev": -17.350,
  "total_charge": 9,
  "homo_lumo_gap_ev": 5.69,
  "total_energy_ev": -117312.8484
}